Density functional theory data (wB97M-V/def2-TZVPD) for C9H7BiN2O5S as an isolated structure in a non-equilibrium geometry.

Results
maximum force	14.55	eV Å⁻¹
total charge	+2
HOMO energy	-0.5298	Ha
2S+1	1
ΔE to the lowest compared entry with this formula, charge and spin	770.81	kJ/mol
orbital gap	0.2021	Ha

XYZ file:
```
25
Properties=species:S:1:pos:R:3:forces:R:3
O 0.9249 -6.1922 -3.0556 -0.04 3.15 0.27
C 0.9042 -5.0505 -2.9541 0.01 -3.17 -0.25
Bi -0.6294 -1.0647 -1.0835 2.55 -6.35 5.23
O 1.5957 -1.9347 -3.2560 -2.89 1.72 3.20
C 0.8054 -1.5425 -2.5139 8.26 -3.75 -9.06
C -0.4585 1.0146 -1.3606 0.45 14.09 -3.60
O -0.2873 2.1563 -1.3887 -0.07 -3.83 1.13
C -2.3277 -0.9616 0.1339 -10.27 -0.79 6.77
O -3.2273 -1.0069 0.8579 3.64 0.44 -2.59
C -2.1074 -1.1276 -2.7878 -5.26 -0.64 -6.08
O -2.8612 -1.3141 -3.6311 2.71 0.62 3.06
H -0.9906 -2.8019 -1.0913 -0.51 -1.56 -0.13
C -1.1144 1.2490 2.2708 -0.08 -0.05 0.33
N 0.2637 1.4914 1.8186 0.60 -0.44 -0.40
C 0.9489 2.6842 1.9643 0.32 0.12 -0.17
C 2.1938 2.5261 1.4319 -0.50 -0.07 0.12
N 2.2618 1.2310 0.9567 -0.98 0.31 0.36
C 1.0834 0.5945 1.1977 0.39 0.30 0.39
S 0.8765 -1.1123 0.9916 0.93 -0.06 1.69
H -1.7845 1.0699 1.4185 0.29 0.21 0.23
H -1.1584 0.3860 2.9547 0.14 0.33 -0.30
H -1.4820 2.1414 2.8014 0.28 -0.37 -0.25
H 0.4965 3.5458 2.4367 0.10 -0.15 -0.09
H 3.0088 3.2262 1.3651 0.02 -0.06 -0.02
H 3.0649 0.7927 0.5227 -0.09 0.00 0.17
```
Positions in Å, forces in eV/Å.